1.
The following is a DFT calculation (ωB97M-V/def2-TZVPD) of C29H40ErNO2P2Si as an isolated structure.

Cartesian coordinates (Å):
H1 -1.20765 -4.44128 2.06249
H2 -3.04344 -2.33030 -2.48945
C1 -0.14796 -1.81107 -5.53344
C2 -1.78708 2.56810 2.81928
C3 -0.39883 4.46279 1.29465
C4 -3.13079 -2.00963 3.51506
H3 2.27521 1.91990 -4.64712
C5 -0.71099 2.16632 1.99273
C6 -0.68797 -2.35559 2.16657
H4 -3.62644 -2.25783 0.10445
C7 -1.46693 4.87328 2.10906
C8 3.87737 0.92657 3.14329
C9 -2.64121 -1.33290 -2.70466
H5 -2.67182 0.09615 3.51998
C10 2.28288 -0.48412 -3.02210
C11 1.03673 -1.16664 -3.53808
C12 4.07255 -0.08232 4.09526
O1 -0.22229 1.86556 -2.81225
H6 3.84356 1.17761 0.04443
C13 -1.29124 -1.36412 -3.45476
H7 -3.94152 -0.75652 0.89746
H8 3.12705 -1.68483 5.20300
N1 -0.12154 -1.21533 -2.81042
C14 -3.89809 -1.21187 -0.10200
H9 -3.38038 -4.15286 3.29151
H10 4.70022 1.55324 2.82322
H11 -0.02148 0.98658 -0.68599
H12 -4.85357 -1.15915 -0.64998
C15 -2.16834 3.91386 2.85687
Si1 -0.06642 0.41925 1.91052
C16 3.39679 -1.95164 -0.64648
H13 -2.64569 1.65145 -2.28308
C17 -2.33219 -0.90080 3.20775
C18 -2.73776 -3.28571 3.08946
H14 3.56303 1.63198 -1.67965
H15 5.07213 -0.26096 4.51023
P1 2.48201 -0.43611 -1.17381
H16 -2.31232 1.84444 3.43509
P2 -2.56921 -0.41879 -1.06741
H17 3.57498 -1.94952 0.44000
H18 4.40615 -2.00537 -1.10484
C19 -1.13011 -1.04040 2.50193
H19 -2.32314 -1.86836 -5.27737
C20 1.54032 0.27080 2.87495
H20 -4.07365 -1.87273 4.06028
H21 0.88084 -1.32083 4.18546
H22 0.32870 -3.08766 -0.56925
H23 3.14939 -1.02862 -3.38572
Er1 -0.02823 -1.30825 -0.37277
C21 -3.24711 1.22563 -1.46795
C22 -1.33903 -1.66948 -4.82267
H24 0.34973 -2.51501 1.79751
H25 0.93188 1.85444 -3.54569
O2 1.88804 1.86553 -3.79208
C23 1.05732 -1.60824 -4.87142
H26 2.03106 -1.58609 -5.37817
C24 -0.03548 3.12464 1.21941
H27 -3.31490 -0.72307 -3.31975
C25 -1.52537 -3.44619 2.40439
H28 2.46142 1.92321 1.84107
H29 2.85127 -2.88390 -0.86816
H30 -0.15254 -2.09411 -6.58071
H31 -1.76665 5.92566 2.13370
C26 2.61349 1.12116 2.56075
H32 -3.02903 4.21445 3.45332
H33 4.77811 0.38223 -1.26187
H34 -0.48535 2.80015 -2.93397
H35 -3.19107 1.86372 -0.57294
H36 -0.27167 1.66808 -1.64356
C27 2.98939 -0.88370 4.47198
H37 -4.30290 1.09863 -1.79159
H38 2.30570 0.45414 -3.27375
H39 0.76826 2.80403 0.52398
C28 1.72077 -0.69763 3.87945
H40 0.14376 5.19785 0.68513
C29 3.79924 0.80813 -0.99073

multiplicity	4
highest occupied orbital energy (spin up / spin down)	-5.66 / -5.62	eV
Kohn-Sham gap (spin up / spin down)	6.0 / 6.0	eV

***

2.
The following is a DFT calculation (ωB97M-V/def2-TZVPD) of a 8-piece molecular cluster, C29H40F2O24 overall.

Cartesian coordinates (Å):
O1 -4.79157 -4.93158 1.72916
O2 -6.62083 -6.20267 2.18012
H1 -1.31032 -4.05124 5.82639
O3 -0.74155 -6.19019 2.68576
H2 -2.66206 4.03883 2.96595
H3 -0.01669 0.51149 6.35834
C1 1.02843 -0.50801 0.22691
C2 -1.98625 3.85493 2.13074
H4 2.27524 -0.05934 -5.06366
H5 -2.51732 0.59443 6.33602
C3 -4.44612 -4.02501 0.72317
O4 -2.99235 2.61781 6.26738
O5 1.72750 4.63389 -5.89443
O6 1.46052 2.55815 -6.25748
H6 1.19725 -3.80835 5.74526
H7 -5.85919 -3.49104 -0.83343
H8 2.02975 -0.78118 -0.10606
C4 -2.01257 3.46687 5.95849
H9 0.26209 -2.23802 -0.98041
C5 -0.15056 0.65944 5.28676
O7 3.42964 1.64187 -4.12824
C6 1.75798 -0.95876 -5.39771
H10 -1.31513 1.71431 3.87996
H11 1.20985 3.26151 1.75307
O8 1.17149 -2.72831 -4.10798
H12 -2.54816 -3.27826 1.03782
C7 -5.97432 -5.48693 1.39863
F1 6.99593 -0.14636 -2.06832
H13 -2.33888 -4.94361 0.46320
C8 -0.07965 -1.32376 -0.49518
H14 1.27215 -1.65514 2.02359
O9 3.86035 0.91839 -1.96775
H15 2.04449 -0.09165 2.02893
C9 4.91869 0.41077 -1.17615
C10 0.79008 -1.37283 -4.32325
H16 -5.05826 -4.86782 -1.31047
O10 0.53668 -5.12420 4.30798
C11 4.21569 1.13999 -3.24025
C12 1.25184 -0.66437 -6.80456
C13 2.33569 -3.03510 -4.64364
H17 4.83893 0.73663 -0.13906
H18 0.49607 0.07326 -7.07438
C14 0.63017 2.87658 -5.16880
C15 0.40857 4.39430 -5.42588
H19 0.96532 2.71162 -4.14481
H20 -4.91451 -3.12125 1.11295
H21 6.59764 1.80897 -1.82479
O11 -0.39427 -0.40776 -1.56770
C16 0.44784 6.27673 1.56719
C17 1.15629 -0.62425 1.68903
O12 -2.01774 4.64400 6.27802
O13 0.67317 7.47000 1.35456
O14 1.06894 5.21082 0.91992
H22 -0.90731 -2.50902 4.94770
C18 -2.67600 1.39324 5.61158
C19 0.54066 -3.87299 4.87761
H23 1.05818 -3.25053 4.14766
H24 -0.35754 -0.30370 4.82028
O15 -0.13566 1.72149 -2.05397
C20 -2.93294 -4.03610 0.35539
C21 -0.59378 4.34023 2.31263
H25 1.08882 -1.60725 -7.32659
O16 -6.42423 -5.05017 0.19746
C22 2.23303 3.56443 -6.40819
H26 -2.69592 -3.61032 -0.61961
H27 2.07212 -0.13395 -7.28816
C23 -0.87886 -3.59856 4.93362
H28 -0.90326 -1.53520 0.18677
H29 0.80875 1.02746 4.92292
H30 0.21335 5.00544 -4.54468
H31 -0.22931 -1.25066 -4.68934
O17 0.63313 0.84009 -0.17668
H32 -2.46444 4.12019 1.18784
C24 -1.31528 1.54731 4.95710
H33 -0.51993 4.63998 -5.94127
O18 3.30446 3.57761 -6.94935
C25 -0.06414 0.77912 -1.27874
C26 0.48348 3.95327 1.32652
H34 -2.13168 2.77890 2.22624
O19 -1.02747 2.84917 5.37481
O20 2.97653 -4.04751 -4.34135
O21 5.50043 0.90859 -3.35435
H35 -3.23841 0.94594 4.79198
H36 0.99098 -0.71002 -3.48156
H37 4.73974 -0.66433 -1.16120
F2 -0.41165 2.10433 -5.20171
H38 -0.00934 3.41060 0.51984
O22 -0.51290 5.77772 2.30198
H39 0.21645 -0.29648 2.13327
C27 6.09811 0.86096 -2.02443
H40 -0.25199 4.10458 3.32047
O23 2.66638 -2.03341 -5.49072
C28 -0.54883 -5.22688 3.48580
C29 -5.37602 -4.36519 -0.39696
O24 -1.32367 -4.25701 3.69848

highest occupied orbital energy	-10.64	eV
Kohn-Sham gap	9.7	eV
energy relative to the best compared isomer or geometry (same formula, charge and spin)	6.532	eV
SMILES	O=C1OC[C@@H](F)O1.O=C1OC[C@@H](F)O1.C[C@H]1COC(=O)O1.C[C@H]1COC(=O)O1.C[C@H]1COC(=O)O1.C[C@H]1COC(=O)O1.C[C@H]1COC(=O)O1.O=C1OCCO1

***

3.
The following is a DFT calculation (ωB97M-V/def2-TZVPD) of C29H40InN3O4Si2 as an isolated structure.

Cartesian coordinates (Å):
C1 1.07282 -2.49548 -1.33671
C2 -1.08661 -0.59237 4.26994
C3 3.08449 -1.82542 -0.40609
H1 -2.44666 -2.59238 2.93206
O1 -6.23203 -0.38418 -4.21234
C4 2.71506 1.04060 -2.83704
C5 2.39605 -2.41783 -1.59601
H2 4.40172 3.12161 -0.37160
C6 -2.60964 -0.33156 -2.17517
C7 4.55702 -1.38570 -0.29630
H3 -5.87103 -0.54538 -0.24908
H4 0.08229 -2.27428 -3.25386
H5 -3.83158 -0.22576 -3.95505
H6 3.70561 1.90450 0.71055
C8 -0.47493 2.48775 3.15300
H7 2.27727 3.84642 0.85922
C9 3.04717 -2.68378 -2.94971
H8 3.62035 0.48515 -2.62925
C10 -3.71602 -0.38607 -0.21177
H9 2.93184 1.75528 -3.64697
H10 -3.63801 1.46587 3.97501
O2 -1.43543 -0.22943 -4.19763
H11 -0.44719 -1.43542 3.96382
H12 1.41215 -0.19133 2.07132
C11 0.69120 2.35094 1.04216
C12 -2.93510 -1.80209 2.31350
N1 -2.54280 -0.37066 -0.84483
H13 4.99575 -1.33531 -1.29491
H14 -0.04986 -3.92398 -2.57079
C13 3.88479 2.15416 -0.34423
C14 -3.80953 -0.33716 -2.87938
C15 0.28216 3.58519 3.54695
H15 -1.73188 -0.97769 5.07200
H16 1.90064 4.90525 2.98395
H17 -1.01279 -3.02393 0.53930
C16 -4.94175 -0.49677 -0.81694
H18 5.20603 -2.02674 0.29194
C17 1.93132 3.71462 -2.24236
H19 -3.66393 -0.28182 0.85714
H20 -0.99565 -2.59995 -1.95171
N2 -1.01546 0.68601 1.64015
H21 1.93432 0.35003 -3.12148
H22 3.28341 -3.73998 -3.12393
H23 2.89298 4.03916 -2.67431
C18 -0.29123 1.84064 1.93660
H24 2.43408 -2.38685 -3.81008
H25 -4.55088 0.24718 3.01378
C19 2.14209 -1.55597 0.55238
H26 1.24676 3.44475 -3.04165
H27 2.42656 -1.40800 2.73366
H28 -3.80651 1.62916 2.22403
H29 -2.93848 -2.13095 1.28466
C20 -1.35627 -0.14842 -2.98292
H30 3.15206 -0.09476 1.74708
In1 -0.19815 -0.10836 -0.12511
O3 -7.31806 -0.79910 -2.30546
H31 -0.45858 0.20540 4.62835
N3 0.95513 1.71635 -0.17603
C21 -5.01818 -0.44883 -2.21357
H32 -3.97436 -1.72073 2.64830
H33 4.64364 -0.36612 0.13616
C22 2.30639 -0.77211 1.84082
C23 1.48531 3.42082 1.46196
Si1 -2.09985 -0.12592 2.73135
C24 -0.00037 -2.85263 -2.32925
H34 0.49937 -3.81777 1.05808
H35 4.00052 -2.14673 -3.05758
H36 0.12436 4.01186 4.53472
C25 0.81831 -1.95457 0.01618
C26 -3.66478 0.90134 3.03266
H37 4.59327 1.42351 -0.73192
C27 -0.01740 -2.86425 0.94520
H38 1.46753 4.50511 -1.66485
C28 1.28351 4.06192 2.68840
O4 -0.30617 0.04889 -2.28358
C29 -6.32466 -0.55194 -2.99781
H39 -1.19853 2.13605 3.87081
H40 -0.14942 -2.41814 1.93369
Si2 2.27445 2.09907 -1.33162

highest occupied orbital energy	-1.87	eV
Kohn-Sham gap	6.2	eV
energy relative to the best compared isomer or geometry (same formula, charge and spin)	1.419	eV
total charge	-2

***

no.,maximum force (eV/A)
1,8.62
2,7.65
3,1.96